# 1
Molecular formula: C18H28NRh
Method: DFT, ωB97M-V/def2-TZVPD

CARTESIAN COORDINATES (ANGSTROEM)
Rh 0.317 0.087 -0.161
N 0.029 0.316 2.066
C 0.632 -0.511 2.939
C -0.705 0.144 -3.188
C -1.423 -2.615 1.073
C -0.944 1.586 3.816
C -2.821 -0.613 -0.904
C 1.083 1.641 -0.850
C -0.770 1.315 2.456
C 0.801 -1.322 -1.655
C 0.119 2.816 -0.987
C -0.765 -1.953 -0.089
C 0.468 -0.310 4.305
C -0.310 0.753 4.752
C 2.031 -1.332 -2.491
C -1.397 -1.037 -0.983
C 0.713 3.956 -1.814
C 0.588 -2.116 -0.489
C -0.439 -0.677 -1.982
C 1.571 -3.038 0.147
H 1.559 1.238 -1.761
H 1.260 0.999 0.756
H -0.719 -2.864 1.877
H -2.993 0.302 -1.478
H 1.939 -2.008 -3.353
H -1.551 2.434 4.092
H -1.878 -3.562 0.751
H -2.233 -2.009 1.499
H 2.597 -2.749 -0.098
H 2.236 -0.329 -2.869
H 2.876 -1.668 -1.884
H 1.077 3.598 -2.786
H 1.454 -3.047 1.237
H 0.972 -1.001 4.987
H -3.483 -1.391 -1.308
H 1.428 -4.074 -0.195
H -0.067 4.697 -1.996
H -1.672 0.644 -3.085
H 1.262 -1.302 2.520
H -0.436 0.946 5.816
H -3.124 -0.444 0.138
H 1.542 4.450 -1.296
H -0.728 -0.474 -4.093
H -1.227 1.911 1.665
H 1.988 2.084 -0.367
H -0.122 3.168 0.028
H -0.810 2.456 -1.438
H 0.072 0.905 -3.320

Results
- HOMO (spin up / spin down): -13.92 / -16.49 eV
- Total charge: +2
- E_LUMO (spin up / spin down): -5.867 / -10.549 eV
- Max |F|: 6.05 eV/A
- 2S+1: 5
- HOMO-LUMO gap (spin up / spin down): 0.296 / 0.218 Ha

# 2
Molecular formula: C2H3N7
Method: DFT, ωB97M-V/def2-TZVPD

CARTESIAN COORDINATES (ANGSTROEM)
N 0.590 -1.243 -0.535
N 1.098 1.205 -0.483
N -2.853 -0.434 0.197
N -1.155 1.054 0.135
N 2.414 -0.429 0.390
N -0.192 1.690 -0.625
N -0.862 -1.149 -0.829
C -1.639 -0.271 -0.198
C 1.365 -0.187 -0.518
H -3.091 0.543 0.565
H 1.948 -1.200 0.923
H 2.376 0.421 0.979

Results
- HOMO: -9.40 eV
- Total charge: 0
- Structure (SMILES): [H]/N=c1\nnnc(N)nn1
- Energy relative to the best compared isomer or geometry (same formula, charge and spin): 577.27 kJ/mol
- E_LUMO: -3.992 eV
- Max |F|: 8.40 eV/A
- HOMO-LUMO gap: 0.199 Ha

# 3
Molecular formula: C21H48Br18NP2
Method: DFT, ωB97M-V/def2-TZVPD

CARTESIAN COORDINATES (ANGSTROEM)
Br -0.381 -0.050 3.886
Br -7.218 3.336 -3.690
Br -4.391 2.185 0.016
Br 3.292 -0.607 2.750
Br -6.680 5.914 -1.099
Br -2.181 -4.348 2.192
Br -3.784 -0.705 5.166
Br 5.003 -4.151 -1.496
Br 0.355 2.996 -3.121
Br 8.405 -3.495 -2.776
Br 5.359 -0.670 -0.311
Br -1.853 -5.921 7.315
Br 1.347 -5.392 1.850
Br 5.679 8.773 -0.442
Br 3.208 6.044 -0.756
Br 3.758 3.651 -4.401
Br -3.701 -7.435 4.497
Br -6.734 -0.288 1.445
P 1.216 -0.633 -2.731
P 0.236 -0.355 -0.805
N 2.886 -0.019 -2.833
C 1.183 0.829 0.355
C 2.132 3.170 -5.364
C -3.673 -6.621 7.246
C -3.746 -7.869 6.398
C -3.215 0.158 3.511
C -6.504 6.035 -3.038
C -1.039 -5.320 3.439
C -7.590 5.251 -3.735
C 0.372 -4.779 3.425
C 5.571 -3.287 -3.151
C 5.708 7.184 -1.574
C 5.278 -1.939 1.169
C 6.779 -3.977 -3.740
C 0.969 2.428 0.001
C 3.860 -2.119 1.656
C -6.307 1.964 -0.277
C -7.016 1.591 1.004
C 0.369 -2.092 0.058
C 0.923 3.859 -4.776
C -2.007 -0.531 2.923
C 4.333 6.874 -2.117
H 6.132 6.373 -0.975
H -5.494 5.697 -3.288
H 0.065 3.775 -5.448
H 3.799 7.758 -2.477
H 2.306 0.502 0.450
H 6.949 -3.645 -4.768
H 1.534 3.043 0.853
H -8.581 5.394 -3.295
H -0.169 2.775 0.089
H 0.713 0.678 1.442
H -8.099 1.696 0.890
H 1.300 -2.613 -0.475
H -6.652 2.936 -0.640
H -6.425 1.221 -1.071
H 3.407 -0.085 -1.932
H 3.786 -2.989 2.315
H -4.313 -5.811 6.883
H -6.687 2.175 1.868
H 0.941 -5.161 4.277
H 1.298 -2.083 -2.950
H 3.131 -2.219 0.847
H -0.636 -2.691 -0.097
H 6.398 7.428 -2.388
H 4.712 -3.371 -3.824
H 5.742 -2.233 -2.918
H -1.837 -0.200 1.895
H 0.483 -0.096 -3.855
H 0.418 -3.686 3.423
H 2.302 3.501 -6.392
H 1.095 4.914 -4.543
H 1.373 2.731 -1.060
H -4.700 -8.383 6.549
H -1.100 -6.378 3.170
H 5.960 -1.572 1.941
H -3.931 -6.844 8.285
H -7.630 5.507 -4.798
H 5.668 -2.875 0.760
H -2.077 -1.622 2.941
H -4.074 0.074 2.839
H -6.592 7.102 -3.265
H -2.928 -8.570 6.585
H 2.061 2.078 -5.346
H 0.654 -1.910 1.179
H -1.499 -5.172 4.420
H 4.393 6.138 -2.923
H 2.937 0.929 -3.265
H 6.709 -5.068 -3.722
H -3.044 1.213 3.744

Results
- HOMO: -11.60 eV
- Total charge: +1
- E_LUMO: -3.014 eV
- Max |F|: 3.09 eV/A
- HOMO-LUMO gap: 0.315 Ha

# 4
Molecular formula: C20H10Cl5N3S3V
Method: DFT, ωB97M-V/def2-TZVPD

CARTESIAN COORDINATES (ANGSTROEM)
V -0.526 -0.329 0.589
Cl -6.892 0.785 0.330
Cl -4.915 1.869 2.521
Cl -2.781 -1.770 -2.072
Cl -5.808 -1.047 -1.949
Cl -1.842 1.005 2.335
S 1.936 -0.024 1.453
S 1.051 -3.403 -2.302
S 1.996 3.015 1.020
N 0.176 1.399 0.148
N 0.826 -0.715 -2.633
N 0.174 -1.661 -0.610
C -0.346 -3.063 1.333
C -4.731 -0.445 -0.749
C 0.561 -3.970 -0.719
C 0.076 -5.425 1.093
C -0.366 -4.343 1.854
C -0.275 2.672 -0.168
C 0.304 5.030 -0.032
C -4.353 0.857 1.248
C 1.330 1.403 0.810
C -1.777 4.316 -1.032
C 0.121 -2.882 0.035
C -5.223 0.374 0.268
C -1.474 2.985 -0.804
C 0.602 3.699 0.210
C -2.466 -0.293 0.161
C -0.900 5.328 -0.651
C -3.025 0.497 1.161
C 0.639 -1.771 -1.821
C -3.374 -0.765 -0.789
C 0.546 -5.254 -0.200
H 0.053 -6.417 1.522
H 0.988 -0.857 -3.613
H -0.683 -2.207 1.925
H 0.420 0.158 -2.335
H 0.988 5.814 0.265
H -2.713 4.576 -1.511
H 0.888 -6.097 -0.785
H -2.142 2.188 -1.106
H -1.160 6.363 -0.833
H -0.726 -4.511 2.859

Results
- HOMO (spin up / spin down): -6.81 / -6.15 eV
- Total charge: 0
- Energy relative to the best compared isomer or geometry (same formula, charge and spin): 80.02 kJ/mol
- E_LUMO (spin up / spin down): 0.113 / 0.121 eV
- Max |F|: 2.10 eV/A
- 2S+1: 2
- HOMO-LUMO gap (spin up / spin down): 0.255 / 0.231 Ha

Question: What is the formula in the first record?
Answer: C18H28NRh

Question: max |F| of number 3 (C21H48Br18NP2)?
Answer: 3.09 eV/A